(1)
Density functional theory data (ωB97M-V with the def2-TZVPD basis set) for a 3-piece molecular cluster, C14H21N3O2S overall in a non-equilibrium geometry.

```
! RIJCOSX wB97M-V def2-TZVPD def2/J DEFGRID3
* xyz 0 1
C 1.5309 2.5429 2.9807
C 1.6647 2.8450 1.3749
N 0.5996 3.7527 0.8003
C -0.7936 3.4014 1.3165
C -1.8283 4.5764 1.9011
C -3.3303 4.1609 2.5043
C -3.8151 2.5641 2.5291
C -2.8208 1.4118 1.9106
N -2.9869 -0.0889 1.7820
S -1.6002 -0.9332 1.0492
N -0.6602 0.5595 0.8179
C -1.3483 1.8268 1.3201
H 2.5960 2.5627 3.5016
H 0.8554 3.3040 3.5726
H 1.0520 1.4655 3.1576
H 1.7218 1.8004 0.8214
H 2.7184 3.3736 1.2091
H 0.8106 4.7089 1.2065
H -1.5483 5.7160 1.9098
H -4.0884 4.9414 2.9507
H -4.8442 2.2070 2.9648
C -1.7339 -4.3606 -1.0522
C -0.2297 -4.3620 -0.9955
O 0.4027 -3.3270 -0.7920
C 0.4709 -5.6790 -1.1976
H -2.1022 -3.3420 -0.8894
H -2.0690 -4.7006 -2.0353
H -2.1359 -5.0074 -0.2683
H 0.2341 -6.0778 -2.1871
H 0.1671 -6.3845 -0.4201
H 1.5536 -5.5281 -1.1304
C 2.3953 -1.5783 -2.0564
C 2.4566 -1.1135 -3.4868
O 3.0614 -1.7578 -4.3423
C 1.7492 0.1702 -3.8301
H 2.9496 -2.5176 -1.9560
H 2.8524 -0.8309 -1.4029
H 1.3561 -1.7527 -1.7665
H 2.1776 0.9954 -3.2558
H 0.6812 0.0736 -3.6193
H 1.8783 0.3814 -4.8970
*
```

SMILES: CCNc1cccc2nsnc12.CC(C)=O.CC(C)=O
Kohn-Sham gap (eV): 6.47
Total energy (eV): -34247.8431



(2)
Density functional theory data (ωB97M-V with the def2-TZVPD basis set) for one molecule with the formula C4H5NO.

```
! RIJCOSX wB97M-V def2-TZVPD def2/J DEFGRID3
* xyz 0 1
N -1.0882 1.5979 0.4223
C -0.5290 0.6534 -0.2694
C -0.3930 -0.3450 -1.0943
C 0.2902 -1.3165 -0.2574
C 1.2678 -0.8186 0.6373
O 1.3413 0.3640 1.0298
H -0.5208 2.0940 1.1033
H -1.8372 2.1065 -0.0311
H -0.6936 -0.4297 -2.1366
H 0.1135 -2.3816 -0.3713
H 2.0491 -1.5244 0.9676
*
```

Kohn-Sham gap (alpha / beta) (eV): 7.69 / 7.69
Total energy (eV): -7762.5753



(3)
Density functional theory data (ωB97M-V with the def2-TZVPD basis set) for C13H15B2CrMnN5O34S2 as an isolated structure in a non-equilibrium geometry.

```
! RIJCOSX wB97M-V def2-TZVPD def2/J DEFGRID3
* xyz -2 10
Mn 3.0674 3.3100 -0.0219
Cr 0.8291 -4.1531 -0.2151
O -1.1479 3.3513 -2.3701
C -0.4757 2.3182 -2.5805
O -0.8657 1.1492 -3.0996
B 0.2317 0.1738 -2.9908
O 1.3422 0.8891 -2.3228
C 0.9974 2.1854 -2.1362
O 1.7082 3.1183 -1.7151
O 0.6129 -0.4612 -4.2746
C 0.6641 -1.7861 -4.1561
O 1.0333 -2.5538 -5.0438
C 0.1368 -2.0781 -2.6590
O -0.1055 -0.9406 -2.1508
O 0.1003 -3.1253 -2.1041
O -1.1561 -3.2257 0.2630
C -1.3465 -2.0403 0.5800
O -0.5116 -1.2212 1.1933
B -1.0305 0.1643 1.1837
O -2.3758 0.0308 0.4965
C -2.5884 -1.2096 0.0828
O -3.5282 -1.6765 -0.6419
O -0.1043 1.1034 0.5010
C 0.4046 1.9711 1.3057
O 1.2325 2.8955 1.0437
C -0.2414 1.7447 2.6662
O -1.1795 0.7501 2.5024
O -0.0797 2.5415 3.6454
S 3.1298 -2.8482 -0.0908
O 2.9332 -4.2769 -0.2632
O 1.7520 -2.4758 0.1850
O 4.0044 -2.5542 1.0581
O 3.7648 -2.3093 -1.2374
S 4.6720 1.1325 -0.1382
O 3.2666 1.3636 -0.1160
O 5.0790 0.5178 -1.3976
O 5.0273 2.5582 -0.0996
O 5.2261 0.3911 1.0176
C -5.0210 -3.6032 -3.1446
N -3.5218 -3.6973 -3.2968
O -2.8400 -2.6551 -3.1638
O -3.1199 -4.8086 -3.5798
H -5.4066 -3.5704 -4.1636
H -5.1697 -2.7594 -2.4707
H -5.4194 -4.5023 -2.6745
C 5.6941 3.0325 2.9425
N 4.3483 3.5558 3.0563
O 3.6723 3.5829 2.0187
O 3.8581 3.6861 4.2104
H 6.2553 3.3961 2.0818
H 5.6056 1.9558 2.7976
H 6.3644 3.0958 3.7998
C -2.3278 5.0552 3.6951
N -2.7966 3.7884 4.3760
O -2.7062 3.8565 5.6416
O -3.1990 2.8742 3.7113
H -2.6779 5.0034 2.6641
H -1.2426 5.1281 3.7673
H -2.8027 5.9215 4.1555
C -4.2591 0.4468 -3.5029
N -4.8626 -0.5583 -4.4654
O -4.1238 -1.2043 -5.2489
O -6.0019 -0.7988 -4.3969
H -4.7425 0.3054 -2.5363
H -4.2776 1.4658 -3.8896
H -3.2025 0.2028 -3.3923
C 1.0887 -2.7838 3.9230
N 1.6672 -3.8925 3.1448
O 2.5456 -4.5257 3.6741
O 1.1664 -4.2653 2.1013
H 1.9270 -2.0897 3.9830
H 0.7037 -3.2065 4.8510
H 0.3456 -2.1556 3.4316
*
```

Kohn-Sham gap (alpha / beta) (eV): 5.79 / 5.69
Expectation value of S²: 24.784
Total energy (eV): -173553.9586



(4)
Density functional theory data (ωB97M-V with the def2-TZVPD basis set) for one molecule with the formula C4H10O.

```
! RIJCOSX wB97M-V def2-TZVPD def2/J DEFGRID3
* xyz 0 1
C 2.0501 0.0791 -0.0585
C 0.6769 -0.5906 0.0131
C -0.5049 0.3605 -0.1735
C -1.8432 -0.3708 -0.1206
O -0.4486 1.3428 0.8505
H 2.1550 0.8487 0.7119
H 2.2200 0.5526 -1.0329
H 2.8474 -0.6578 0.0935
H 0.6054 -1.3752 -0.7539
H 0.5616 -1.0791 0.9896
H -0.4018 0.8533 -1.1564
H -1.9485 -1.0500 -0.9704
H -1.9436 -0.9403 0.8108
H -2.6818 0.3370 -0.1597
H -1.3441 1.6899 0.9566
*
```

SMILES: CC[C@@H](C)O
Kohn-Sham gap (eV): 11.24
Total energy (eV): -6357.6534